[1]
{"formula": "C36H25BF9NO6PRuS", "method": "ωB97M-V with the def2-TZVPD basis set", "de_lowest_kcal_mol": 1.27, "e_lumo_ev": [-1.03, -2.87], "fmax_ev_per_a": 4.58, "total_charge": 0, "homo_ha": [-0.154, -0.319], "s_squared": 8.79, "multiplicity": 6, "e_tot_ha": -3651.05747, "symbols": ["Ru", "N", "C", "C", "O", "O", "H", "H", "H", "H", "O", "C", "O", "C", "C", "C", "C", "S", "C", "C", "H", "H", "H", "H", "H", "F", "C", "F", "F", "C", "C", "C", "C", "C", "C", "P", "C", "C", "C", "C", "C", "C", "C", "F", "F", "F", "C", "C", "C", "C", "C", "C", "C", "F", "F", "F", "H", "H", "H", "H", "H", "H", "H", "H", "H", "H", "H", "H", "O", "B", "O", "C", "C", "C", "C", "C", "C", "H", "H", "H", "H"], "positions_angstrom": [[9.35309, -5.54430, 20.68220], [8.35691, -4.94106, 22.32174], [7.18057, -5.86461, 22.73521], [7.05538, -6.90980, 21.63885], [5.88509, -7.29879, 21.57978], [8.08658, -7.12920, 20.78451], [8.93376, -4.77770, 23.16824], [7.98590, -4.00501, 22.07808], [6.28312, -5.25817, 22.90161], [7.44260, -6.31375, 23.71218], [17.08612, -4.11698, 17.39871], [16.48081, -3.71276, 18.55672], [17.01261, -2.96546, 19.35239], [15.12113, -4.29293, 18.72970], [14.68621, -5.34732, 17.91434], [13.40968, -5.84027, 18.02318], [12.55901, -5.44901, 19.05379], [11.06180, -6.49028, 19.40240], [12.99892, -4.40796, 19.87968], [14.24572, -3.81813, 19.70767], [17.00855, -3.45876, 16.67603], [15.36001, -5.73861, 17.14853], [13.04354, -6.56435, 17.24630], [12.36516, -4.03819, 20.67164], [14.51995, -2.87838, 20.19761], [5.20063, -6.12923, 13.66549], [6.50109, -5.70669, 13.76280], [7.30652, -6.76845, 13.29869], [6.57877, -4.67845, 12.78902], [6.95912, -5.24574, 15.10555], [6.95569, -6.15968, 16.21773], [7.40455, -5.71350, 17.45827], [7.96711, -4.42360, 17.60125], [7.89702, -3.52857, 16.52141], [7.35696, -3.90017, 15.30533], [8.71753, -3.89475, 19.17043], [7.39778, -2.72092, 19.64408], [6.17291, -3.29807, 19.99302], [5.06250, -2.50484, 20.35372], [5.18705, -1.09600, 20.33366], [6.42585, -0.54595, 19.91672], [7.52673, -1.31711, 19.59742], [4.00840, -0.18309, 20.44312], [2.85981, -0.88744, 20.75865], [3.74719, 0.43649, 19.22862], [4.17679, 0.85036, 21.36787], [10.12263, -2.79060, 18.78361], [10.69773, -2.71501, 17.48494], [11.69867, -1.77839, 17.23573], [12.29902, -1.13558, 18.34183], [11.75744, -1.23021, 19.65410], [10.61807, -2.00977, 19.84224], [13.50692, -0.30961, 18.03393], [14.11752, 0.13786, 19.20613], [13.18327, 0.77462, 17.26203], [14.44115, -1.03391, 17.30790], [6.61511, -7.16779, 16.08284], [7.28268, -6.35711, 18.32005], [8.25328, -2.49047, 16.65435], [7.29508, -3.12215, 14.49288], [6.09966, -4.37697, 19.92892], [4.12789, -3.06128, 20.57233], [6.53536, 0.55466, 19.83648], [8.48297, -0.83514, 19.33838], [10.35694, -3.42152, 16.67083], [12.01742, -1.54208, 16.21045], [12.21151, -0.70883, 20.49276], [10.10242, -2.03846, 20.81735], [10.43370, -7.58476, 22.43238], [11.04114, -6.86585, 21.29252], [12.49687, -6.95673, 21.52023], [12.72686, -7.77887, 22.63995], [13.94834, -8.13417, 23.16897], [13.88166, -8.70428, 24.46149], [12.69008, -9.04805, 25.02147], [11.43286, -8.87792, 24.41781], [11.48064, -8.12933, 23.23254], [14.90492, -7.94161, 22.66860], [14.82033, -8.84667, 24.99290], [12.73849, -9.47798, 26.02975], [10.47007, -9.23772, 24.85248]], "atomic_forces_ev_per_a": [[2.079, -0.794, -2.429], [-1.634, 1.630, 3.659], [2.381, 0.795, 0.342], [-2.114, 0.151, -1.084], [2.039, -0.721, -0.777], [-2.694, 0.132, 1.930], [-0.323, -0.149, -0.716], [0.010, -0.654, 0.366], [0.136, -0.414, -0.482], [-0.059, 0.013, -0.621], [0.523, 0.196, -1.091], [-1.249, 0.404, 0.971], [-0.191, -0.317, -0.625], [1.325, -0.140, -0.230], [-0.116, -0.122, -0.641], [-0.034, -1.771, -1.556], [-1.378, 0.435, 0.232], [0.393, 0.522, -0.338], [0.745, 0.544, 0.680], [-0.954, 0.322, 0.133], [0.100, -0.377, 0.852], [-0.357, 0.222, 0.156], [0.474, 0.524, 0.946], [-0.260, 0.061, 0.174], [-0.127, -0.521, 0.279], [1.553, 0.228, 0.636], [-0.145, -0.259, -3.008], [-1.418, 1.815, 0.784], [0.239, -1.749, 1.742], [0.024, 0.145, 1.676], [0.219, 1.882, -1.207], [0.267, 0.535, -0.223], [-0.250, -0.429, -0.951], [0.041, 0.398, 0.647], [-0.181, -0.247, -1.156], [-0.491, 1.180, -1.062], [-0.114, 0.575, 0.266], [-0.055, 0.961, 0.235], [0.087, -0.240, -0.222], [1.085, -1.012, -0.930], [-0.587, 1.007, 0.364], [0.064, -0.603, 0.278], [-1.618, 0.974, 0.045], [1.508, 1.145, -0.100], [0.414, -0.687, 1.555], [-0.307, -1.766, -1.344], [0.332, -0.101, -0.796], [-0.500, -0.548, 0.054], [0.125, -0.129, 0.727], [-0.979, -0.160, 0.332], [0.258, -0.085, -1.280], [-0.036, -0.260, -0.191], [1.316, 0.450, 0.366], [-0.737, -0.503, -2.009], [0.494, -0.816, 0.830], [-1.084, 1.062, 1.088], [-0.182, -0.266, -0.014], [0.367, -0.181, 0.050], [-0.287, -0.718, -0.133], [0.015, -1.225, 0.860], [-0.316, -0.094, 0.192], [0.581, 0.885, -0.051], [-0.258, -0.795, 0.127], [-0.697, -0.312, 0.039], [0.386, 1.151, 1.056], [0.121, -0.424, 0.607], [-0.015, -0.042, -0.286], [0.477, 0.001, -0.471], [0.966, -0.326, -0.198], [3.201, -2.114, 2.510], [-0.865, -0.874, 1.117], [-1.428, 1.033, -0.846], [-0.072, 0.090, 0.514], [1.166, 0.504, -1.439], [-1.025, -0.870, 1.515], [-0.594, 0.917, -0.827], [0.231, 0.531, -1.035], [-0.566, 0.138, 0.238], [-0.287, -0.189, -0.024], [-0.223, 0.001, -0.466], [1.064, 0.447, -0.318]], "mulliken_spin": [3.153, 0.046, 0.008, 0.021, 0.024, 0.158, 0.027, 0.011, -0.003, 0.002, 0.000, 0.011, 0.079, 0.174, -0.035, 0.123, 0.157, 0.294, 0.063, 0.034, 0.002, 0.011, 0.016, 0.147, -0.007, 0.000, 0.001, 0.000, 0.000, 0.001, -0.001, -0.006, -0.035, -0.009, 0.000, 0.072, -0.025, 0.045, 0.006, 0.008, 0.001, 0.004, 0.000, 0.000, 0.000, 0.000, -0.128, 0.019, 0.012, 0.015, 0.034, 0.093, 0.000, 0.000, 0.001, 0.001, 0.000, 0.019, 0.000, 0.000, 0.007, 0.000, 0.000, 0.000, -0.005, 0.001, 0.001, 0.034, -0.020, 0.238, 0.048, 0.011, 0.013, 0.001, 0.015, 0.001, 0.010, 0.000, 0.000, 0.002, 0.000]}

***

[2]
{"formula": "C36H25N10NaO4", "method": "ωB97M-V with the def2-TZVPD basis set", "e_lumo_ev": -0.89, "fmax_ev_per_a": 1.71, "total_charge": 0, "homo_ha": -0.335, "e_tot_ha": -2397.68112, "symbols": ["Na", "C", "C", "N", "C", "C", "N", "C", "C", "C", "C", "C", "N", "C", "C", "N", "C", "C", "N", "C", "C", "C", "N", "C", "C", "H", "H", "H", "H", "H", "H", "H", "H", "H", "H", "H", "H", "C", "C", "C", "C", "C", "C", "N", "N", "C", "C", "C", "C", "C", "N", "H", "H", "H", "H", "H", "H", "H", "H", "H", "O", "C", "O", "C", "C", "C", "C", "C", "C", "N", "O", "O", "H", "H", "H", "H"], "positions_angstrom": [[-0.08435, 0.71621, -0.86149], [-2.65429, -1.51360, -3.93087], [-1.33069, -1.20084, -3.64863], [-0.80225, -1.44038, -2.45921], [-1.59133, -1.97523, -1.53015], [-2.93417, -2.23766, -1.80284], [-3.45727, -2.01933, -3.00119], [-0.97961, -2.23617, -0.20681], [-1.39693, -3.28534, 0.60429], [-0.81079, -3.43567, 1.85605], [0.17017, -2.52582, 2.23529], [0.54998, -1.52369, 1.34748], [-0.01412, -1.39934, 0.15110], [1.57737, -0.50121, 1.66955], [2.15474, -0.35181, 2.92908], [2.99002, 0.64168, 3.20399], [3.26308, 1.49621, 2.22631], [2.72916, 1.32759, 0.95428], [1.90284, 0.33232, 0.68158], [-1.22316, -4.52821, 2.76440], [-1.45680, -5.81544, 2.29182], [-1.85543, -6.79228, 3.19142], [-2.03306, -6.56810, 4.48889], [-1.80647, -5.33767, 4.93728], [-1.40133, -4.29083, 4.12425], [-3.08304, -1.35219, -4.91260], [-0.67491, -0.74921, -4.38490], [-3.60874, -2.60588, -1.03820], [-2.16459, -3.96857, 0.26596], [0.64148, -2.61888, 3.20334], [1.95247, -1.03172, 3.74786], [3.91385, 2.32660, 2.47060], [2.96044, 2.00315, 0.13971], [-1.30890, -6.05881, 1.24776], [-2.04130, -7.80726, 2.85715], [-1.96455, -5.18350, 5.99910], [-1.24979, -3.30184, 4.53634], [5.31146, -1.68340, -2.48216], [4.15825, -1.99923, -1.77725], [2.98148, -1.31434, -2.02326], [2.96611, -0.28309, -2.96079], [4.12406, 0.02654, -3.68203], [5.28893, -0.67474, -3.44007], [1.73473, 0.36228, -3.13932], [1.77343, 1.43719, -3.75575], [0.54556, 2.10352, -3.90525], [0.43910, 3.00681, -4.96012], [-0.72907, 3.73716, -5.08780], [-1.73809, 3.56031, -4.15385], [-1.53975, 2.63716, -3.13670], [-0.43249, 1.91681, -3.01767], [6.22533, -2.23160, -2.29334], [4.18056, -2.78950, -1.03743], [2.06216, -1.53978, -1.49754], [4.07989, 0.80712, -4.42856], [6.18710, -0.43788, -3.99576], [1.26042, 3.11577, -5.65432], [-0.84328, 4.45305, -5.89095], [-2.65429, 4.13147, -4.20723], [-2.29840, 2.46791, -2.37870], [-1.75297, 1.15073, 0.47247], [-1.05611, 2.14655, 0.78222], [0.05212, 2.43881, 0.27382], [-1.58645, 3.08890, 1.85131], [-2.91100, 3.04366, 2.26349], [-3.39223, 3.94498, 3.20445], [-2.54732, 4.89177, 3.75569], [-1.21836, 4.91331, 3.35401], [-0.73223, 4.03200, 2.40373], [-0.31325, 5.90101, 3.94060], [-0.79487, 6.76086, 4.65790], [0.87452, 5.80900, 3.68868], [-3.55620, 2.28830, 1.83249], [-4.42938, 3.90896, 3.51014], [-2.89345, 5.60669, 4.48723], [0.29626, 4.07759, 2.07962]], "atomic_forces_ev_per_a": [[0.572, -0.938, -1.315], [0.027, -0.025, 0.083], [-0.006, -0.032, -0.034], [-0.025, -0.031, 0.174], [-0.203, -0.035, -0.280], [0.094, 0.008, 0.005], [-0.106, -0.006, -0.050], [0.035, -0.193, 0.263], [0.027, 0.057, -0.062], [0.071, 0.115, -0.073], [0.004, -0.012, -0.033], [-0.128, -0.249, 0.002], [-0.069, -0.204, 0.106], [0.234, 0.223, 0.067], [-0.008, 0.025, -0.053], [0.043, 0.024, 0.099], [-0.053, -0.079, -0.021], [0.084, -0.059, 0.037], [0.030, -0.032, 0.054], [-0.045, -0.023, 0.092], [0.006, 0.053, 0.049], [0.004, 0.004, -0.030], [-0.028, -0.096, 0.085], [0.002, 0.021, -0.020], [0.011, -0.048, -0.064], [0.048, 0.042, -0.007], [-0.050, -0.014, -0.031], [0.054, -0.017, 0.018], [-0.017, 0.007, 0.040], [0.015, -0.020, -0.011], [-0.085, -0.010, -0.045], [0.018, 0.003, -0.079], [0.011, 0.053, 0.062], [-0.018, -0.008, -0.002], [0.017, 0.026, -0.038], [0.016, 0.040, -0.019], [-0.019, -0.003, 0.021], [-0.074, 0.001, 0.024], [0.137, -0.104, 0.050], [-0.188, 0.203, -0.113], [0.825, -0.478, -0.050], [-0.245, 0.090, 0.038], [0.058, -0.011, 0.024], [-0.834, 0.616, 0.151], [0.920, -0.428, -0.212], [-0.963, 0.466, 0.046], [0.114, -0.156, 0.070], [-0.061, 0.003, 0.064], [0.034, 0.003, -0.074], [-0.113, 0.008, -0.032], [0.314, -0.104, 0.040], [0.009, 0.015, -0.004], [-0.025, 0.007, -0.008], [-0.004, -0.003, 0.003], [0.045, 0.015, 0.011], [-0.017, -0.005, -0.012], [0.041, 0.024, 0.050], [0.006, -0.021, -0.022], [-0.007, -0.020, 0.034], [0.022, 0.029, -0.004], [-0.486, 0.059, 0.178], [-0.131, 0.380, 0.302], [0.013, 0.922, 0.519], [0.042, 0.017, -0.016], [-0.046, -0.116, -0.025], [0.014, -0.044, -0.031], [0.125, 0.146, 0.096], [-0.359, -0.365, -0.249], [0.119, 0.135, 0.069], [0.294, 0.273, 0.222], [0.018, -0.136, -0.110], [-0.191, -0.008, -0.016], [0.018, 0.020, -0.010], [0.003, 0.008, 0.008], [-0.001, -0.003, 0.007], [0.010, -0.003, -0.010]], "mulliken_charge": [0.771, -0.530, -0.156, -0.078, -0.035, -0.472, -0.640, 0.537, -1.181, 0.535, -0.896, 0.655, 0.380, 0.065, -0.465, -0.642, -0.468, -0.397, 0.312, 0.227, -0.509, -0.375, -0.621, -0.402, -0.516, 0.406, 0.457, 0.476, 0.709, 0.730, 0.406, 0.419, 0.447, 0.477, 0.366, 0.372, 0.492, -0.468, -0.614, 0.345, -0.230, -0.526, -0.576, 0.712, -0.696, 0.107, -0.631, -0.357, -0.784, -0.430, 0.293, 0.388, 0.412, 0.469, 0.439, 0.379, 0.501, 0.384, 0.424, 0.527, -0.892, 0.611, -0.895, 0.271, -0.315, -0.657, -0.446, -0.148, -0.208, 1.021, -0.622, -0.602, 0.473, 0.391, 0.492, 0.605]}